1.
The following is a quantum chemistry calculation of C5H9HfN3O4 as an isolated structure in a non-equilibrium geometry, from the OMol25 dataset.

Atoms and positions in Å:
N -1.15934 2.08290 -0.72872
C -0.13392 1.59475 0.30087
C 0.23850 0.06316 0.39667
C -0.89571 -0.98188 0.59765
N -1.10514 -1.51818 1.90844
O -0.32311 -2.17360 -0.06210
C 0.14411 -1.74387 -1.27558
O -0.08884 -2.21303 -2.28723
C 1.02181 -0.38590 -0.92188
O 2.19250 -0.89037 -0.54243
N 3.34601 0.16175 0.00831
O 3.79573 -0.13233 0.94652
H -0.73188 2.45845 -1.58906
H -1.88311 1.34810 -0.92023
H 0.79471 2.11054 0.07779
H -0.47963 1.94449 1.26776
H 0.80343 0.02771 1.32493
H -1.80494 -0.84004 0.01701
H -0.24400 -1.45297 2.46034
H -1.26095 -2.53249 1.82105
H 1.03536 0.28154 -1.78090
Hf -3.26157 2.79126 -1.01920

Computed properties:
E_LUMO in eV: -20.3
Gap between HOMO and LUMO in eV: 4.1751
HOMO in eV: -24.505
ΔE to the lowest compared entry with this formula, charge and spin in kJ/mol: 69.9
Total charge: +4



2.
The following is a quantum chemistry calculation of C5H9HoMgO4 as an isolated structure in a non-equilibrium geometry, from the OMol25 dataset.

Atoms and positions in Å:
O -0.02717 -1.64428 -0.30050
C -1.33391 -1.63644 0.17981
C -1.68121 -0.21868 0.60103
O -1.34119 0.58902 -0.51919
C -2.41719 1.29842 -1.10491
Mg 0.58384 0.56426 -1.36815
H -1.62662 -2.31670 0.99813
H -1.99385 -1.92991 -0.65855
H -1.12901 0.17103 1.46924
H -2.73816 -0.15566 0.90239
H -2.03516 2.22888 -1.54542
H -2.85541 0.65661 -1.87956
H -3.17157 1.50402 -0.33115
O 3.48528 -1.32340 1.25100
C 4.11764 -0.23784 1.02745
C 3.27211 0.80512 0.29850
O 1.94994 0.43785 0.03854
Ho 1.81617 -1.58480 0.61050
H 3.84297 1.08344 -0.61052
H 3.28250 1.70905 0.94136

Computed properties:
E_LUMO (spin up / spin down) in eV: -4.8 / -4.9
Multiplicity: 6
Gap between HOMO and LUMO (spin up / spin down) in eV: 4.5987 / 6.2409
HOMO (spin up / spin down) in eV: -9.352 / -11.120
Total charge: +1



3.
The following is a quantum chemistry calculation of an isolated ion of composition C5H9I2N2S and charge +1 in a non-equilibrium geometry, from the OMol25 dataset.

Atoms and positions in Å:
C -0.02681 -0.54471 -0.86290
C 0.95735 0.28028 -1.43866
C 0.03442 2.05314 0.20216
C -0.62141 -1.77873 -1.48053
C 0.50280 -1.23369 1.48914
N -0.05895 2.68588 1.38223
N -0.31420 -0.25050 0.51293
S 1.58818 1.56397 -0.33762
I 1.75918 0.04571 -3.36931
I -1.68745 2.44485 -0.96722
H -1.35596 -1.44460 -2.20703
H -1.22871 -2.21841 -0.76981
H 0.04682 -2.42776 -1.94385
H 1.49922 -0.87870 1.61918
H -0.02979 -1.24562 2.43180
H 0.54928 -2.20757 1.01430
H 0.68444 2.55986 2.04548
H -0.93442 2.96782 1.82263
H -1.36399 -0.37122 0.85706

Computed properties:
E_LUMO in eV: -4.5
Gap between HOMO and LUMO in eV: 7.7764
HOMO in eV: -12.253
ΔE to the lowest compared entry with this formula, charge and spin in kJ/mol: 137.8
Total charge: +1